# 1
Molecular formula: C2H5IOS
Method: DFT, ωB97M-V/def2-TZVPD

Each line ends with the natural charge from an NBO analysis.
CARTESIAN COORDINATES (ANGSTROEM)
1 C 0.5426 0.8277 -0.2732  -0.686
2 C -0.4167 -0.2149 0.2678  0.102
3 O -0.4185 -0.3131 1.6354  -0.736
4 S -0.0166 -1.8765 -0.4457  -0.036
5 I -2.4786 0.3591 -0.2330  0.069
6 H 0.4294 0.9474 -1.3478  0.230
7 H 0.3480 1.7846 0.2093  0.230
8 H 1.5687 0.5248 -0.0592  0.219
9 H 0.4594 -0.5497 1.9646  0.481
10 H -0.0177 -1.4895 -1.7181  0.126

Total charge: 0
Max |F| (eV/A): 1.02
LUMO energy (Eh): 0.0105
Structure (SMILES): C[C@](O)(S)I

---

# 2
Molecular formula: C2H5IOS
Method: DFT, ωB97M-V/def2-TZVPD

Each line ends with the natural charge from an NBO analysis.
CARTESIAN COORDINATES (ANGSTROEM)
1 C 1.8206 -0.6368 0.3692  -0.746
2 C -1.6595 0.4407 -0.8329  -0.658
3 O 0.0529 1.3696 1.0259  -0.953
4 S -0.0879 0.0119 0.5571  1.127
5 I -3.2949 -0.2056 0.2774  0.149
6 H 2.0647 -1.0805 -0.5864  0.216
7 H 2.5589 0.0095 0.5562  0.217
8 H 1.7828 -1.4847 1.0442  0.218
9 H -1.7196 0.0935 -1.7758  0.198
10 H -1.5181 1.4825 -0.6349  0.232

Total charge: 0
Max |F| (eV/A): 5.14
LUMO energy (spin up / spin down) (Eh): -0.0080 / -0.0080

---

# 3
Molecular formula: C2H5N
Method: DFT, ωB97M-V/def2-TZVPD

Each line ends with the natural charge from an NBO analysis.
CARTESIAN COORDINATES (ANGSTROEM)
1 C -0.5097 0.7292 0.7906  -0.339
2 C 0.0851 0.1553 -0.3646  -0.001
3 N 0.6254 -1.0167 -0.3280  -0.717
4 H -1.8522 0.3984 -0.4816  0.108
5 H -0.6355 1.7981 0.9068  0.214
6 H -0.3979 0.1342 1.7011  0.228
7 H 0.3384 0.8112 -1.2186  0.172
8 H 0.7087 -1.3782 -1.2717  0.333

Total charge: 0
Max |F| (eV/A): 3.37
LUMO energy (Eh): -0.0226

---

# 4
Molecular formula: C2H5N2
Method: DFT, ωB97M-V/def2-TZVPD

Each line ends with the natural charge from an NBO analysis.
CARTESIAN COORDINATES (ANGSTROEM)
1 H 2.5365 -0.6400 0.3523  0.398
2 N 1.5827 -0.2897 0.5959  -0.427
3 C 0.8545 0.0830 -0.4358  -0.023
4 C -0.5835 0.2139 -0.4259  0.263
5 N -1.3364 0.0029 0.6512  -0.572
6 H 1.1776 0.2276 -1.4500  0.207
7 H -0.9979 0.5666 -1.3286  0.239
8 H -2.3739 0.1700 0.5909  0.464
9 H -0.8596 -0.3342 1.4499  0.451

Total charge: +1
Max |F| (eV/A): 4.40
LUMO energy (Eh): -0.2569
Structure (SMILES): [H]/N=C/C=[NH2+]

---

# 5
Molecular formula: C2H5N2
Method: DFT, ωB97M-V/def2-TZVPD

Each line ends with the natural charge from an NBO analysis.
CARTESIAN COORDINATES (ANGSTROEM)
1 C 2.2360 0.3121 0.0140  0.255
2 N 0.9637 -0.1935 -0.3723  -0.070
3 N -0.1495 -0.6119 -0.0835  -0.178
4 C -1.2389 0.2397 0.1734  -0.439
5 H 3.0593 0.6365 -0.6827  0.256
6 H -0.2114 -1.5262 0.3101  0.426
7 H -1.5361 -0.0433 1.0842  0.239
8 H -1.0440 1.2938 -0.0554  0.260
9 H -2.0791 -0.1071 -0.3878  0.252

Total charge: +1
Max |F| (eV/A): 10.78
LUMO energy (Eh): -0.2376
Structure (SMILES): C#[N+]NC

---

# 6
Molecular formula: C2H5N2O
Method: DFT, ωB97M-V/def2-TZVPD

Each line ends with the natural charge from an NBO analysis.
CARTESIAN COORDINATES (ANGSTROEM)
1 C 0.6541 1.1083 0.2268  0.107
2 N -0.0104 0.4362 -0.7394  -0.477
3 C -0.1711 -1.0024 -0.4342  -0.213
4 N -0.6749 -1.0875 1.0403  0.258
5 O -0.7559 -0.0523 1.6450  -0.179
6 H 1.5709 0.8303 0.8205  0.266
7 H 0.3416 2.1181 0.3292  0.233
8 H -0.7724 0.7909 -1.3207  0.455
9 H 0.7700 -1.5538 -0.6200  0.272
10 H -0.9519 -1.5877 -0.9475  0.277

Total charge: +1
Max |F| (eV/A): 3.03
LUMO energy (Eh): -0.2180
Structure (SMILES): C=[NH+]CN=O

---

# 7
Molecular formula: C2H5N2O
Method: DFT, ωB97M-V/def2-TZVPD

Each line ends with the natural charge from an NBO analysis.
CARTESIAN COORDINATES (ANGSTROEM)
1 C 0.6595 0.2883 -0.4440  0.291
2 C -0.2827 -0.8587 -0.0708  -0.244
3 N -1.7854 0.7817 0.2115  -0.001
4 N 1.8622 0.5099 -0.0348  -0.707
5 O -1.6006 -0.3734 -0.1517  -0.126
6 H -0.2608 -1.5290 -0.8507  0.260
7 H -0.3170 -1.4096 0.8664  0.271
8 H -2.8708 1.0423 0.0251  0.375
9 H 2.3828 0.0455 0.7473  0.426
10 H 2.2127 1.5030 -0.2985  0.455

Total charge: +1
Max |F| (eV/A): 3.20
LUMO energy (spin up / spin down) (Eh): -0.2696 / -0.2214

---

# 8
Molecular formula: C2H5N2O2
Method: DFT, ωB97M-V/def2-TZVPD

Each line ends with the natural charge from an NBO analysis.
CARTESIAN COORDINATES (ANGSTROEM)
1 N 0.4853 1.0560 -0.3276  -0.918
2 C -0.4420 0.8751 -1.2959  0.309
3 N -0.2274 0.5016 -2.5058  -0.713
4 H 1.3288 1.5853 -0.4855  0.375
5 H 0.6480 0.4559 0.5019  0.465
6 H -1.5155 1.0170 -1.1024  0.112
7 H -1.1218 0.1212 -2.8069  0.319
8 O 0.8463 -0.3307 2.0986  -0.827
9 C 0.2027 -1.4203 1.9957  0.621
10 O 0.5980 -2.4570 1.4531  -0.748
11 H -0.8023 -1.4040 2.4749  0.005

Total charge: -1
Max |F| (eV/A): 1.95
LUMO energy (Eh): 0.1512

---

# 9
Molecular formula: C2H5N2O2S
Method: DFT, ωB97M-V/def2-TZVPD

Each line ends with the natural charge from an NBO analysis.
CARTESIAN COORDINATES (ANGSTROEM)
1 C 0.1777 0.5181 0.0804  -0.315
2 C 1.0039 -0.5199 0.3276  0.070
3 N -1.1494 0.4925 0.0476  0.503
4 N 2.4243 -0.1939 -0.0331  -0.761
5 O -1.8562 -0.6124 0.2695  -0.374
6 O -1.8009 1.5030 -0.0807  -0.247
7 S -3.5048 -0.5590 -0.2287  0.371
8 H 0.6179 1.4497 -0.0133  0.208
9 H 2.2830 -0.2847 -1.1145  0.473
10 H 3.1037 -0.8100 0.3572  0.467
11 H 2.4588 0.8626 0.0742  0.430
12 H -3.7579 -1.8461 0.3137  0.175

Total charge: +1
Max |F| (eV/A): 5.70
LUMO energy (Eh): -0.2207

---

# 10
Molecular formula: C2H5N2O3P
Method: DFT, ωB97M-V/def2-TZVPD

Each line ends with the natural charge from an NBO analysis.
CARTESIAN COORDINATES (ANGSTROEM)
1 H 1.5920 0.6402 1.9777  0.374
2 N 1.1327 0.2268 1.1344  -0.772
3 C 1.7078 0.2809 0.0014  0.418
4 O 1.2007 -0.1779 -1.0779  -0.733
5 P -0.2606 -0.9680 -0.9143  1.512
6 O 0.0015 -1.9000 0.4005  -1.006
7 N -1.1573 0.1843 -0.0700  -0.939
8 C -2.0777 0.8471 -0.7375  0.540
9 O -2.3329 0.6549 -1.9016  -0.595
10 H 2.7001 0.5153 -0.0770  0.144
11 H 0.9444 -2.2855 0.5179  0.513
12 H -0.9218 0.3288 0.8408  0.438
13 H -2.5290 1.6530 -0.0945  0.106

Total charge: 0
Max |F| (eV/A): 4.36
LUMO energy (Eh): 0.0204
Structure (SMILES): [H]/N=C/OP(O)NC=O

---

# 11
Molecular formula: C2H5N2S
Method: DFT, ωB97M-V/def2-TZVPD

Each line ends with the natural charge from an NBO analysis.
CARTESIAN COORDINATES (ANGSTROEM)
1 C 0.7883 -0.6870 -0.2437  0.317
2 C -0.7753 1.0179 0.2551  -0.479
3 N 0.4302 0.5642 -0.3951  -0.570
4 N 0.0391 -1.6144 0.1059  -0.538
5 S -2.1296 -0.0411 -0.0299  0.536
6 H 1.9704 -0.7983 -0.3787  0.257
7 H -0.5416 0.9461 1.3213  0.258
8 H -0.9815 2.0034 -0.0896  0.291
9 H 1.1088 1.2180 -0.9497  0.462
10 H 0.0912 -2.6087 0.4045  0.466

Total charge: +1
Max |F| (eV/A): 4.61
LUMO energy (spin up / spin down) (Eh): -0.2884 / -0.2758

---

# 12
Molecular formula: C2H5N2S
Method: DFT, ωB97M-V/def2-TZVPD

Each line ends with the natural charge from an NBO analysis.
CARTESIAN COORDINATES (ANGSTROEM)
1 C -1.1427 -0.5529 0.3010  0.335
2 C 0.7208 0.7551 0.6838  -0.051
3 N -0.2117 -1.4701 0.4305  -0.631
4 N -0.6468 0.6411 0.3963  -0.550
5 S 1.3587 -0.8738 0.7644  0.700
6 H -2.1982 -0.7889 0.1094  0.273
7 H 2.1294 1.8093 -1.2786  0.028
8 H 1.6363 1.4755 -1.8985  -0.020
9 H -0.4413 -2.4289 0.3075  0.457
10 H -1.2045 1.4337 0.1839  0.459

Total charge: +1
Max |F| (eV/A): 3.21
LUMO energy (Eh): -0.1938

---

# 13
Molecular formula: C2H5N2S2
Method: DFT, ωB97M-V/def2-TZVPD

Each line ends with the natural charge from an NBO analysis.
CARTESIAN COORDINATES (ANGSTROEM)
1 C 0.8626 -0.5408 -0.5282  0.722
2 C -0.8715 0.8857 0.5264  -0.785
3 N 0.4263 -1.6685 -0.3989  -0.523
4 N 1.9331 0.1546 -0.4468  -0.795
5 S -2.2863 0.6936 -0.3654  0.628
6 S -3.2076 -0.7729 0.4729  -0.146
7 H -0.7881 0.5509 1.6212  0.274
8 H -0.3728 1.8729 0.4439  0.240
9 H -0.3701 -2.0628 0.0935  0.464
10 H 1.9113 1.1764 -0.4901  0.454
11 H 2.7632 -0.2891 -0.9285  0.467

Total charge: +1
Max |F| (eV/A): 5.52
LUMO energy (spin up / spin down) (Eh): -0.2394 / -0.2358

---

# 14
Molecular formula: C2H5N3
Method: DFT, ωB97M-V/def2-TZVPD

Each line ends with the natural charge from an NBO analysis.
CARTESIAN COORDINATES (ANGSTROEM)
1 H 1.0027 -1.2410 -2.3052  0.307
2 N 0.4402 -1.7141 -1.3795  -0.643
3 C 0.1683 -0.8529 -0.4083  0.207
4 N 0.3996 0.5238 -0.3395  -0.522
5 N -0.9587 1.0957 0.4443  -0.221
6 C -0.2144 1.0346 1.7064  -0.150
7 H 0.1473 -1.5354 0.4500  0.187
8 H 0.2392 0.5888 -1.2751  0.357
9 H 0.8920 0.4741 1.9028  0.260
10 H -1.1722 1.2853 2.3621  0.219

Total charge: 0
Max |F| (eV/A): 10.41
LUMO energy (Eh): -0.0106
Structure (SMILES): [H]/N=C\NN=C

---

# 15
Molecular formula: C2H5N3
Method: DFT, ωB97M-V/def2-TZVPD

Each line ends with the natural charge from an NBO analysis.
CARTESIAN COORDINATES (ANGSTROEM)
1 C -2.5562 -0.0519 0.0743  0.190
2 C -0.2249 -0.3110 -0.3565  -0.165
3 N -3.5437 0.4669 -0.1733  -0.234
4 N 0.6305 0.5658 0.3527  -0.787
5 N -1.2808 -0.6449 0.4615  -0.339
6 H 0.1850 -1.2394 -0.8684  0.215
7 H -0.5952 0.2680 -1.1648  0.219
8 H 1.0310 1.1873 -0.2062  0.365
9 H 1.3679 -0.0523 0.7780  0.368
10 H -1.1599 -0.9732 1.4807  0.168

Total charge: 0
Spin multiplicity: 3
Max |F| (eV/A): 6.43
LUMO energy (spin up / spin down) (Eh): 0.0282 / -0.1334

---

# 16
Molecular formula: C2H5N3
Method: DFT, ωB97M-V/def2-TZVPD

Each line ends with the natural charge from an NBO analysis.
CARTESIAN COORDINATES (ANGSTROEM)
1 C 0.5864 1.0104 -0.2775  -0.755
2 C -0.0689 -0.2080 0.0888  0.528
3 N -0.1054 -1.3721 -0.3740  -0.527
4 N -0.7916 0.0038 1.2498  0.059
5 N -1.3027 0.2162 2.2013  0.592
6 H 1.5119 0.9733 -1.0022  0.392
7 H -0.0036 1.4543 -1.1531  0.390
8 H 0.4025 1.7194 0.5444  0.311
9 H 0.4611 -1.6856 -1.2479  0.524
10 H -0.6897 -2.1117 -0.0296  0.485

Total charge: +2
Max |F| (eV/A): 4.21
LUMO energy (Eh): -0.4930
Structure (SMILES): CC(=[NH2+])[N+]#N

---

# 17
Molecular formula: C2H5N3O
Method: DFT, ωB97M-V/def2-TZVPD

Each line ends with the natural charge from an NBO analysis.
CARTESIAN COORDINATES (ANGSTROEM)
1 H -2.1960 1.2193 -2.0781  0.347
2 N -1.7529 0.4078 -1.6590  -0.676
3 C -0.6734 0.7429 -1.0848  0.283
4 N 0.0719 -0.2427 -0.4424  -0.656
5 C 0.7191 0.0545 0.7571  0.786
6 N 0.9265 -1.0612 1.5301  -0.837
7 O 1.0146 1.1825 1.0956  -0.628
8 H -0.2326 1.7418 -1.0211  0.188
9 H -0.3576 -1.1571 -0.5241  0.398
10 H 1.5156 -0.9186 2.3334  0.406
11 H 0.9648 -1.9691 1.0933  0.388

Total charge: 0
Max |F| (eV/A): 0.37
LUMO energy (Eh): 0.0296
Structure (SMILES): [H]/N=C/NC(N)=O

---

# 18
Molecular formula: C2H5N3O
Method: DFT, ωB97M-V/def2-TZVPD

Each line ends with the natural charge from an NBO analysis.
CARTESIAN COORDINATES (ANGSTROEM)
1 H -1.7080 0.6601 2.5754  0.346
2 N -0.7807 0.6170 2.1519  -0.632
3 C -0.7957 -0.2243 1.2118  0.296
4 N 0.3518 -0.4627 0.4067  -0.687
5 C 0.1468 0.0604 -0.8699  0.780
6 N 1.2302 0.1398 -1.7098  -0.838
7 O -0.9533 0.4657 -1.2046  -0.637
8 H -1.6564 -0.8117 0.8882  0.169
9 H 1.2513 -0.3287 0.8563  0.405
10 H 0.9373 0.4214 -2.6349  0.405
11 H 1.9767 -0.5369 -1.6711  0.392

Total charge: 0
Max |F| (eV/A): 0.45
LUMO energy (Eh): 0.0317
Structure (SMILES): [H]/N=C/NC(N)=O

---

# 19
Molecular formula: C2H5N3O
Method: DFT, ωB97M-V/def2-TZVPD

Each line ends with the natural charge from an NBO analysis.
CARTESIAN COORDINATES (ANGSTROEM)
1 H -1.6664 0.0735 0.3594  0.347
2 N -1.0859 -0.8259 0.4053  -0.647
3 C 0.0266 -0.4830 -0.1015  0.329
4 N 0.8731 -1.5121 -0.3562  -0.776
5 C 0.3878 0.8387 -0.6759  -0.090
6 N -0.0993 1.9338 -0.3315  -0.026
7 O -0.8871 1.8554 0.9274  -0.564
8 H 0.4612 -2.3207 0.1592  0.397
9 H 1.7376 -1.1929 0.0933  0.371
10 H 0.9289 0.8275 -1.5246  0.214
11 H -0.6765 0.8055 1.0450  0.444

Total charge: 0
Max |F| (eV/A): 4.68
LUMO energy (Eh): 0.0033
Structure (SMILES): [H]/N=C(N)\C=N/O

---

# 20
Molecular formula: C2H5N3O
Method: DFT, ωB97M-V/def2-TZVPD

Each line ends with the natural charge from an NBO analysis.
CARTESIAN COORDINATES (ANGSTROEM)
1 H 0.1555 1.7748 -0.0186  0.369
2 N 1.0985 1.3866 0.0727  -0.750
3 C 0.9528 0.1167 0.0048  0.664
4 N 1.9515 -0.8130 -0.1095  -0.837
5 O -0.2867 -0.5395 0.0467  -0.401
6 N -1.3295 0.3632 -0.0588  -0.129
7 C -2.4422 -0.2620 0.0219  -0.117
8 H 1.9295 -1.7014 0.3743  0.399
9 H 2.9355 -0.4022 -0.1339  0.409
10 H -3.3814 0.3084 -0.2702  0.207
11 H -2.4519 -1.3503 0.1835  0.186

Total charge: 0
Max |F| (eV/A): 2.57
LUMO energy (Eh): 0.0349
Structure (SMILES): [H]/N=C(/N)ON=C